Record 1
107
Properties=species:S:1:pos:R:3 method="wB97M-V/def2-TZVPD" gap_ev=5.803 homo_energy_ev=-10.19 e_lumo_ev=-4.38 total_energy_ev=-136306.4807 total_charge=+1
C -3.896 -0.370 -1.825
C -3.752 0.102 -3.257
O -2.886 -0.825 -3.899
C -5.095 0.152 -4.047
C -6.047 -0.889 -3.566
N -5.788 -2.154 -3.960
C -6.497 -3.236 -3.594
C -7.572 -3.074 -2.764
I -8.741 -4.678 -2.164
C -7.878 -1.785 -2.323
C -7.120 -0.688 -2.715
C -7.481 0.697 -2.254
C -8.290 1.464 -3.284
O -7.978 2.507 -3.747
Br -9.938 0.582 -3.816
H -4.087 -1.440 -1.762
H -4.673 0.177 -1.289
H -2.957 -0.203 -1.300
H -3.333 1.110 -3.260
H -2.444 -0.401 -4.642
H -4.853 -0.064 -5.089
H -5.553 1.140 -4.034
H -4.966 -2.284 -4.541
H -6.178 -4.193 -3.979
H -8.720 -1.631 -1.661
H -6.588 1.296 -2.072
H -8.046 0.656 -1.324
C -7.383 5.674 -2.778
O -6.825 5.722 -1.473
C -5.419 5.555 -1.449
C -4.678 6.871 -1.355
O -4.871 7.669 -2.507
C -5.830 8.699 -2.339
H -8.405 6.043 -2.708
H -6.828 6.303 -3.477
H -7.399 4.646 -3.142
H -5.085 5.010 -2.340
H -5.176 4.952 -0.567
H -3.606 6.665 -1.273
H -4.987 7.410 -0.454
H -5.424 9.512 -1.728
H -6.746 8.326 -1.875
H -6.065 9.088 -3.328
C -1.567 -5.103 1.187
O -1.923 -4.289 2.288
C -1.683 -2.906 2.081
C -2.953 -2.166 1.738
O -3.496 -2.581 0.489
C -4.558 -3.506 0.600
H -1.993 -6.090 1.360
H -1.958 -4.705 0.246
H -0.479 -5.199 1.108
H -0.933 -2.752 1.302
H -1.281 -2.496 3.010
H -2.730 -1.097 1.658
H -3.692 -2.298 2.534
H -5.490 -3.010 0.901
H -4.337 -4.303 1.312
H -4.697 -3.950 -0.387
C 0.112 0.036 0.412
O 0.674 -0.779 1.420
C 1.954 -1.301 1.081
C 3.078 -0.513 1.712
O 3.136 0.815 1.216
C 2.569 1.774 2.089
H -0.727 0.572 0.857
H 0.833 0.762 0.030
H -0.259 -0.575 -0.422
H 2.077 -1.324 -0.006
H 1.994 -2.330 1.451
H 4.026 -0.998 1.465
H 2.982 -0.513 2.802
H 3.228 1.960 2.944
H 1.590 1.457 2.457
H 2.457 2.700 1.528
C 4.930 -0.565 5.318
O 5.505 -1.128 4.154
C 6.433 -0.264 3.511
C 7.864 -0.620 3.842
O 8.154 -0.427 5.218
C 8.133 -1.620 5.978
H 4.442 -1.370 5.865
H 5.685 -0.106 5.960
H 4.178 0.190 5.058
H 6.232 0.779 3.778
H 6.286 -0.372 2.431
H 8.528 0.031 3.269
H 8.073 -1.651 3.543
H 9.023 -2.227 5.777
H 7.241 -2.216 5.771
H 8.135 -1.337 7.030
C 10.762 -1.114 1.573
O 9.450 -1.073 1.039
C 9.316 -0.211 -0.080
C 9.330 -0.969 -1.389
O 10.575 -1.599 -1.628
C 10.589 -2.979 -1.315
H 10.810 -1.965 2.251
H 11.511 -1.240 0.789
H 10.981 -0.201 2.137
H 10.108 0.544 -0.077
H 8.355 0.306 0.016
H 9.157 -0.261 -2.205
H 8.519 -1.705 -1.402
H 10.044 -3.555 -2.072
H 10.152 -3.175 -0.333
H 11.628 -3.301 -1.312

Record 2
116
Properties=species:S:1:pos:R:3 method="wB97M-V/def2-TZVPD" gap_ev=8.342 homo_energy_ev=-7.98 e_lumo_ev=0.36 total_energy_ev=-217999.8547 relative_energy_kj_mol=215.0
O 0.458 4.920 0.168
C 1.167 3.876 -0.273
Br 3.063 3.740 0.459
C 0.510 2.767 -1.311
P 1.858 2.275 -2.608
H 0.087 1.855 -0.704
H -0.323 3.338 -1.930
H 2.686 1.648 -1.583
H 0.945 1.365 -3.306
H 1.922 3.672 -2.977
H 2.930 2.031 -3.565
C 2.200 -2.067 -6.321
C 0.817 -2.621 -5.985
C 0.808 -2.963 -4.496
S 1.985 -1.863 -3.724
O 3.084 -2.652 -3.210
O 1.273 -0.900 -2.908
C 2.518 -1.061 -5.224
H 2.223 -1.602 -7.311
H 2.937 -2.879 -6.311
H 0.057 -1.857 -6.193
H 0.574 -3.499 -6.593
H -0.179 -2.808 -4.054
H 1.138 -3.990 -4.320
H 3.580 -0.817 -5.159
H 1.928 -0.148 -5.343
C -5.487 4.540 -2.668
C -4.658 5.637 -2.001
C -3.368 4.994 -1.496
S -3.050 3.601 -2.569
O -3.165 2.385 -1.791
O -1.893 3.888 -3.393
C -4.520 3.778 -3.561
H -6.322 4.953 -3.241
H -5.898 3.871 -1.903
H -4.420 6.413 -2.739
H -5.206 6.118 -1.185
H -2.526 5.690 -1.544
H -3.482 4.617 -0.476
H -4.891 2.795 -3.857
H -4.257 4.364 -4.447
C 0.472 -0.719 1.460
C 0.501 0.568 2.284
C -0.400 0.355 3.499
S -0.379 -1.400 3.836
O -1.706 -1.929 3.604
O 0.348 -1.641 5.066
C 0.658 -1.852 2.459
H 1.251 -0.728 0.693
H -0.499 -0.816 0.959
H 1.528 0.765 2.615
H 0.174 1.431 1.696
H -0.030 0.897 4.373
H -1.432 0.647 3.288
H 0.356 -2.824 2.066
H 1.691 -1.895 2.817
C -1.684 1.194 9.083
C -1.857 0.143 7.988
C -2.926 0.655 7.024
S -2.862 2.439 7.110
O -4.105 2.917 7.678
O -2.328 2.957 5.867
C -1.597 2.531 8.361
H -0.794 1.006 9.689
H -2.556 1.182 9.747
H -0.909 0.015 7.452
H -2.134 -0.832 8.402
H -2.731 0.334 5.998
H -3.926 0.337 7.330
H -1.779 3.385 9.015
H -0.633 2.642 7.855
C 2.056 -7.411 2.542
C 3.418 -6.800 2.868
C 3.794 -5.875 1.712
S 2.255 -5.307 1.005
O 2.144 -5.833 -0.339
O 2.083 -3.900 1.304
C 1.187 -6.255 2.072
H 1.619 -7.915 3.409
H 2.165 -8.150 1.739
H 3.344 -6.220 3.796
H 4.180 -7.570 3.022
H 4.374 -5.016 2.057
H 4.347 -6.410 0.935
H 0.301 -6.578 1.522
H 0.897 -5.614 2.910
C 8.440 -0.146 -4.164
C 7.901 0.570 -2.926
C 7.165 1.821 -3.405
S 6.573 1.454 -5.050
O 7.257 2.318 -5.989
O 5.130 1.328 -5.021
C 7.288 -0.175 -5.158
H 8.793 -1.154 -3.928
H 9.282 0.419 -4.581
H 7.202 -0.090 -2.398
H 8.702 0.828 -2.227
H 6.316 2.060 -2.759
H 7.837 2.681 -3.470
H 7.610 -0.375 -6.181
H 6.524 -0.897 -4.854
C -6.955 -0.751 0.765
C -5.593 -0.140 1.091
C -5.217 0.785 -0.066
S -6.756 1.352 -0.773
O -6.867 0.827 -2.117
O -6.928 2.760 -0.474
C -7.824 0.405 0.294
H -7.392 -1.256 1.632
H -6.846 -1.490 -0.038
H -5.666 0.440 2.018
H -4.830 -0.910 1.245
H -4.637 1.644 0.279
H -4.664 0.250 -0.843
H -8.710 0.081 -0.256
H -8.114 1.046 1.132

Record 3
108
Properties=species:S:1:pos:R:3 method="wB97M-V/def2-TZVPD" gap_ev=9.370 homo_energy_ev=-9.19 e_lumo_ev=0.18 total_energy_ev=-60414.3338 relative_energy_kj_mol=117.5
C -1.357 -1.185 0.395
O -2.353 -0.623 0.813
N -0.470 -0.658 -0.489
C 0.879 -1.241 -0.495
C -0.562 0.750 -0.835
H -1.053 -2.181 0.760
H 0.897 -2.324 -0.394
H 1.407 -0.835 0.372
H 1.385 -0.895 -1.395
H -0.023 0.894 -1.769
H -1.625 0.972 -0.924
H -0.202 1.450 -0.078
C 6.017 1.714 -0.416
O 7.171 2.063 -0.334
N 5.593 0.885 -1.411
C 4.258 0.300 -1.373
C 6.392 0.480 -2.534
H 5.202 2.003 0.256
H 3.796 0.524 -0.407
H 4.359 -0.785 -1.299
H 3.573 0.693 -2.122
H 7.450 0.662 -2.362
H 6.298 -0.623 -2.529
H 6.096 0.665 -3.571
C -2.011 -4.221 -1.097
O -1.445 -4.656 -0.110
N -3.341 -4.154 -1.285
C -3.837 -3.770 -2.597
C -4.338 -4.567 -0.279
H -1.487 -3.851 -1.992
H -4.522 -4.573 -2.891
H -3.075 -3.649 -3.359
H -4.421 -2.850 -2.674
H -4.317 -5.655 -0.311
H -4.026 -4.181 0.688
H -5.279 -4.109 -0.560
C 1.838 4.902 -3.748
O 2.289 5.837 -4.384
N 2.550 3.847 -3.314
C 1.903 2.781 -2.585
C 3.971 3.737 -3.567
H 0.772 4.826 -3.473
H 2.134 1.826 -3.074
H 0.817 2.797 -2.669
H 2.175 2.662 -1.536
H 4.232 3.055 -4.374
H 4.426 4.714 -3.710
H 4.430 3.387 -2.636
C 2.036 -5.855 2.936
O 2.827 -6.568 3.513
N 1.443 -4.777 3.488
C 0.723 -3.792 2.719
C 1.648 -4.457 4.891
H 1.719 -6.011 1.895
H 0.492 -4.135 1.710
H 1.351 -2.899 2.596
H -0.196 -3.423 3.174
H 2.063 -5.215 5.539
H 2.209 -3.514 4.922
H 0.695 -4.120 5.305
C -1.688 -3.185 5.743
C -1.592 -1.899 4.962
O -0.782 -1.077 5.357
C -2.612 -1.572 3.906
H -1.482 -3.986 5.033
H -2.658 -3.344 6.226
H -1.080 -3.046 6.635
H -3.606 -1.544 4.351
H -2.587 -2.428 3.223
H -2.374 -0.635 3.417
C -1.118 0.518 -4.331
C -1.333 -0.877 -3.799
O -2.395 -1.249 -3.362
C -0.219 -1.831 -4.042
H -1.410 0.400 -5.383
H -0.081 0.841 -4.280
H -1.797 1.288 -3.982
H 0.671 -1.642 -3.438
H 0.030 -1.899 -5.101
H -0.510 -2.842 -3.745
C -2.058 5.158 0.890
C -3.163 4.554 0.011
O -2.933 3.538 -0.590
C -4.515 5.227 -0.002
H -1.653 4.352 1.496
H -2.423 5.991 1.494
H -1.275 5.623 0.288
H -4.985 4.831 -0.902
H -4.417 6.309 0.015
H -5.038 4.889 0.894
C 1.390 4.569 3.202
C 1.200 3.821 1.968
N 0.999 3.272 0.980
H 2.001 3.972 3.879
H 0.380 4.614 3.616
H 1.855 5.534 3.035
C -4.197 1.064 -2.509
C -5.317 1.939 -2.190
N -6.215 2.608 -1.940
H -3.808 0.541 -1.636
H -3.382 1.727 -2.796
H -4.539 0.352 -3.252
C 1.626 0.617 4.012
C 2.357 0.536 2.759
N 2.920 0.550 1.759
H 1.872 1.471 4.636
H 1.822 -0.286 4.596
H 0.543 0.560 3.890